# 1
An isolated ion of composition C2H7N2S3 and charge +1 at a distorted geometry, computed with wB97M-V/def2-TZVPD.

## Properties
* 2S+1: 3
* E_HOMO (alpha / beta): -10.012 / -13.415 eV
* charge: +1
* HOMO-LUMO gap (alpha / beta): 6.148 / 4.736 eV
* LUMO energy (alpha / beta): -3.9 / -8.7 eV
* expectation value of S²: 2.010
* energy above the lowest of the compared OMol25 structures with the same formula, charge and spin: 2.652 eV

Cartesian coordinates (Å):
C -0.388 0.115 0.000
C 1.781 1.167 0.054
N 0.939 0.065 -0.294
N -1.198 -0.952 -0.027
S -1.311 1.790 0.094
S 1.676 -1.581 -0.233
S -2.906 -0.978 -0.186
H 2.735 0.746 0.457
H 2.044 1.855 -0.851
H 1.291 1.858 0.848
H -0.562 -1.769 -0.050
H -2.449 1.005 0.489
H 1.602 -1.844 -1.470
H -3.256 -1.477 1.170

Cartesian forces (eV/Å) of the 3 atoms listed first:
C -1.48 5.65 1.23
C 1.14 2.07 0.19
N 1.38 -2.31 -0.97



# 2
A 2-piece molecular cluster, C2H7N3 overall at a distorted geometry, computed with wB97M-V/def2-TZVPD.

## Properties
* 2S+1: 1
* E_HOMO: -9.233 eV
* SMILES string: [H]/N=C\N.C=N
* charge: 0
* HOMO-LUMO gap: 10.155 eV
* LUMO energy: 0.9 eV
* energy above the lowest of the compared OMol25 structures with the same formula, charge and spin: 1.786 eV

Cartesian coordinates (Å):
H -0.699 -2.220 -1.155
N -0.969 -1.269 -0.929
C -0.844 -0.940 0.294
N -0.042 -1.571 1.221
H -1.352 -0.025 0.575
H 0.382 -2.397 0.843
H -0.225 -1.491 2.201
C 1.144 2.069 -0.638
N -0.077 2.318 -0.522
H 1.815 2.804 -1.077
H 1.633 1.138 -0.298
H -0.766 1.584 -0.515

Cartesian forces (eV/Å) of the 3 atoms listed first:
H 0.67 -0.04 0.06
N -0.98 0.24 0.14
C 0.45 -0.39 -0.70



# 3
One molecule with the formula C2H7N3, computed with wB97M-V/def2-TZVPD.

## Properties
* 2S+1: 1
* E_HOMO: -8.724 eV
* SMILES string: [H]/N=C(\N)NC
* charge: 0
* HOMO-LUMO gap: 9.637 eV
* LUMO energy: 0.9 eV
* energy above the lowest of the compared OMol25 structures with the same formula, charge and spin: 0.028 eV

Cartesian coordinates (Å):
H 1.593 1.028 -1.551
N 0.721 0.996 -1.026
C 0.655 -0.025 -0.272
N 1.672 -0.963 -0.080
N -0.507 -0.340 0.389
C -1.712 0.453 0.218
H 1.514 -1.669 0.620
H 2.593 -0.559 -0.017
H -0.465 -0.857 1.254
H -1.913 1.061 1.096
H -1.592 1.083 -0.661
H -2.559 -0.208 0.032

Cartesian forces (eV/Å) of the 3 atoms listed first:
H -0.13 -0.09 0.15
N 0.19 0.30 -0.32
C -0.05 -0.29 0.34



# 4
One molecule with the formula C2H7N3 at a distorted geometry, computed with wB97M-V/def2-TZVPD.

## Properties
* 2S+1: 1
* E_HOMO: -8.791 eV
* SMILES string: C/N=C/NN
* charge: 0
* HOMO-LUMO gap: 9.899 eV
* LUMO energy: 1.1 eV
* energy above the lowest of the compared OMol25 structures with the same formula, charge and spin: 1.504 eV

Cartesian coordinates (Å):
C -0.710 -0.146 -2.104
N -0.669 0.545 -0.846
C 0.164 0.083 -0.013
N 0.315 0.622 1.225
N 0.957 -0.232 2.194
H -0.666 0.607 -2.906
H -1.624 -0.719 -2.173
H 0.136 -0.859 -2.242
H 0.900 -0.695 -0.247
H -0.493 1.139 1.535
H 1.469 0.375 2.841
H 0.221 -0.719 2.736

Cartesian forces (eV/Å) of the 3 atoms listed first:
C 0.76 0.18 -0.65
N 0.04 -0.44 0.66
C 0.20 0.15 -0.83



# 5
A 3-piece molecular cluster, C2H7N3O overall at a distorted geometry, computed with wB97M-V/def2-TZVPD.

## Properties
* 2S+1: 1
* E_HOMO (alpha / beta): -9.734 / -7.523 eV
* charge: 0
* HOMO-LUMO gap (alpha / beta): 8.645 / 3.759 eV
* LUMO energy (alpha / beta): -1.1 / -3.8 eV
* energy above the lowest of the compared OMol25 structures with the same formula, charge and spin: 6.609 eV

Cartesian coordinates (Å):
C -0.885 1.785 -1.121
C -1.689 -1.007 0.514
N -0.232 1.337 -0.258
N 2.136 0.038 0.538
N 2.091 -0.833 -0.435
O -1.225 2.489 -2.089
H -2.627 -0.473 1.120
H -1.168 -1.512 1.320
H -1.064 -0.163 0.213
H 1.399 -0.178 1.170
H 2.456 1.021 0.479
H 2.667 -0.671 -1.261
H -1.859 -1.833 -0.191

Cartesian forces (eV/Å) of the 3 atoms listed first:
C -0.77 4.07 -4.89
C -1.95 0.66 2.54
N 1.37 -0.88 2.09



# 6
A 2-piece molecular cluster, C2H7N3O overall at a distorted geometry, computed with wB97M-V/def2-TZVPD.

## Properties
* 2S+1: 1
* E_HOMO (alpha / beta): -8.183 / -8.183 eV
* charge: 0
* HOMO-LUMO gap (alpha / beta): 6.318 / 6.319 eV
* LUMO energy (alpha / beta): -1.9 / -1.9 eV
* energy above the lowest of the compared OMol25 structures with the same formula, charge and spin: 9.093 eV

Cartesian coordinates (Å):
C -0.315 1.229 -0.089
C 1.282 -1.372 -0.029
N -1.244 0.065 -0.051
N 0.961 -0.245 0.810
N -1.819 1.335 -0.595
O -2.699 1.936 0.004
H -1.044 -0.529 -0.856
H 0.436 -0.582 1.618
H 0.359 1.465 -0.902
H -0.155 1.744 0.847
H 2.144 -1.900 0.414
H 1.613 -1.034 -1.016
H 0.480 -2.112 -0.155

Cartesian forces (eV/Å) of the 3 atoms listed first:
C 2.52 -1.49 0.83
C -0.21 0.09 -0.18
N -1.08 0.77 -0.24



# 7
One molecule with the formula C2H7N3O at a distorted geometry, computed with wB97M-V/def2-TZVPD.

## Properties
* 2S+1: 1
* E_HOMO: -9.131 eV
* SMILES string: [H]/N=C(/CO)NN
* charge: 0
* HOMO-LUMO gap: 9.705 eV
* LUMO energy: 0.6 eV
* energy above the lowest of the compared OMol25 structures with the same formula, charge and spin: 3.082 eV

Cartesian coordinates (Å):
H -0.504 2.436 0.009
N -1.049 1.601 0.101
C -0.280 0.528 -0.015
C -1.005 -0.846 0.120
O -2.394 -0.706 -0.256
N 1.066 0.469 -0.229
N 1.784 -0.713 0.016
H -0.816 -1.243 1.207
H -0.610 -1.682 -0.557
H -2.665 0.246 0.041
H 1.715 1.393 -0.528
H 2.378 -0.637 0.892
H 2.382 -0.845 -0.802

Cartesian forces (eV/Å) of the 3 atoms listed first:
H 0.40 0.71 0.02
N 1.51 -3.00 -0.48
C -1.98 1.03 0.30



# 8
A 2-piece molecular cluster, C2H7N3O overall at a distorted geometry, computed with wB97M-V/def2-TZVPD.

## Properties
* 2S+1: 1
* E_HOMO: -8.903 eV
* SMILES string: [H]/N=C/N.NC=O
* charge: 0
* HOMO-LUMO gap: 9.873 eV
* LUMO energy: 1.0 eV
* energy above the lowest of the compared OMol25 structures with the same formula, charge and spin: 1.063 eV

Cartesian coordinates (Å):
H -2.801 0.731 0.574
N -1.805 0.867 0.607
C -1.363 -0.063 1.440
N -0.084 -0.325 1.637
H -2.101 -0.791 1.915
H 0.099 -1.161 2.169
H 0.601 0.194 1.161
N 0.595 0.139 -1.865
C 1.809 -0.108 -1.334
O 2.139 -0.147 -0.154
H -0.043 0.673 -1.278
H 0.387 0.501 -2.831
H 2.565 -0.509 -2.041

Cartesian forces (eV/Å) of the 3 atoms listed first:
H -0.46 0.37 -0.10
N 1.22 -1.71 1.55
C -2.88 0.67 -1.96



Q: Look up the energy above the lowest of the compared OMol25 structures with the same formula, charge and spin of the fifth one.
A: 6.609 eV



Copy entry 2 word for word.
A 2-piece molecular cluster, C2H7N3 overall at a distorted geometry, computed with wB97M-V/def2-TZVPD.

## Properties
* 2S+1: 1
* E_HOMO: -9.233 eV
* SMILES string: [H]/N=C\N.C=N
* charge: 0
* HOMO-LUMO gap: 10.155 eV
* LUMO energy: 0.9 eV
* energy above the lowest of the compared OMol25 structures with the same formula, charge and spin: 1.786 eV

Cartesian coordinates (Å):
H -0.699 -2.220 -1.155
N -0.969 -1.269 -0.929
C -0.844 -0.940 0.294
N -0.042 -1.571 1.221
H -1.352 -0.025 0.575
H 0.382 -2.397 0.843
H -0.225 -1.491 2.201
C 1.144 2.069 -0.638
N -0.077 2.318 -0.522
H 1.815 2.804 -1.077
H 1.633 1.138 -0.298
H -0.766 1.584 -0.515

Cartesian forces (eV/Å) of the 3 atoms listed first:
H 0.67 -0.04 0.06
N -0.98 0.24 0.14
C 0.45 -0.39 -0.70



Q: Look up the energy above the lowest of the compared OMol25 structures with the same formula, charge and spin of the seventh one.
A: 3.082 eV